ORCA calculation (ωB97M-V/def2-TZVPD) on a cluster of 2 separate species, C24H51Cl2F4N3O2Si2 in total in a non-equilibrium geometry.

Each line ends with the Löwdin charge.
Geometry (Å):
H1 1.0726 4.8772 4.8100  0.0744
H2 0.1566 5.2491 2.3277  0.1292
H3 1.7409 -4.7343 -4.0684  0.0213
H4 1.5689 4.4510 0.3830  0.0389
H5 6.1720 -8.6318 -2.7424  0.0066
C1 -0.8794 1.1481 -2.0280  -0.3584
C2 0.7269 0.9666 -1.9094  -0.2073
H6 7.4762 -6.0605 -3.1195  0.0105
C3 -1.5147 1.9277 -0.7484  -0.5845
F1 1.3209 1.3285 -3.1498  0.0326
C4 1.7114 5.0191 3.8750  -0.1021
H7 -5.0454 0.6877 2.8668  0.1349
H8 5.2868 -7.2382 -5.1337  0.0104
Cl1 -0.7623 3.6336 -0.9155  0.7523
C5 -2.9161 -1.7388 3.6356  -0.1097
H9 -4.7941 -1.5415 2.5200  0.1186
C6 -3.7675 -1.0353 2.4426  -0.2357
C7 1.8393 -3.7379 -0.8976  -0.2114
C8 -4.0115 4.1287 1.0848  -0.1711
H10 2.6855 3.4368 1.5342  0.0919
F2 1.0820 -0.3840 -1.7435  0.0174
H11 -3.8837 5.0652 1.7401  0.1270
H12 0.3467 2.9954 4.1125  0.1152
C9 -1.2868 2.9988 2.5199  -0.0848
H13 -3.9494 3.2448 3.1622  0.1258
H14 1.9010 -2.9773 -3.9268  0.0033
C10 -5.4345 4.3740 0.3518  -0.2569
H15 -4.7911 1.5699 0.1431  0.1367
H16 3.5775 -7.0340 -4.7229  0.0200
H17 -3.7448 0.1035 -0.0052  0.1298
H18 -1.3878 3.8727 1.7894  0.1081
H19 -3.3640 3.7577 -1.8443  0.0876
H20 4.0779 -1.8093 -1.9083  -0.0015
H21 -3.2497 -1.3084 4.6445  0.0810
O1 -1.2421 0.7514 2.7767  -0.0870
C11 2.0215 4.3453 1.4204  -0.0990
H22 2.7076 5.2562 1.5415  0.0900
H23 6.6179 -4.5263 -3.2417  0.0004
Si1 3.2070 -4.1244 -2.1505  0.1963
C12 6.6601 -5.4679 -2.6888  -0.2108
H24 0.1209 1.6618 0.6645  0.1123
C13 5.3768 -8.1597 -2.1556  -0.2165
H25 -3.4580 2.3158 -2.9422  0.1139
H26 -3.1390 4.1401 0.3700  0.0646
H27 1.0115 -4.4438 -1.0007  0.0129
N1 -2.9350 1.8650 -0.8488  -0.1740
H28 -5.2134 2.6107 2.0543  0.1245
H29 -3.5402 0.6713 3.8323  0.1177
C14 -3.9188 0.5039 2.7607  -0.1283
H30 -3.2523 -2.8248 3.6484  0.0840
C15 4.5336 -2.8074 -1.9284  -0.2067
C16 -0.9746 1.3440 0.6176  -0.4242
H31 5.6947 -8.1289 -1.1107  0.0107
Cl2 -0.8177 -0.5075 0.6141  0.8473
C17 0.9270 4.4567 2.5744  -0.3744
F3 -1.0216 1.9397 -3.2031  0.0246
H32 -1.4254 1.0279 3.6985  0.1481
H33 -5.8869 3.4271 -0.0649  0.1065
C18 -4.1017 2.8942 2.0820  -0.1447
O2 -5.3361 5.4585 -0.5871  -0.0804
H34 4.5782 -5.6254 -5.1314  0.0006
H35 -6.1362 4.7123 1.1975  0.1326
H36 0.8818 2.1613 2.5987  0.1197
C19 0.2636 3.0302 2.9694  -0.1217
H37 4.4812 -8.7812 -2.2318  0.0112
C20 -3.7063 1.2141 0.2103  -0.0658
H38 -4.7729 2.6261 -1.7407  0.1056
H39 1.2047 1.6528 -1.1531  0.1462
H40 5.2543 -2.8175 -2.7483  0.0035
H41 -4.7484 6.1066 -0.1431  0.0968
H42 -1.8262 3.2111 3.5064  0.1562
Si2 5.0371 -6.4147 -2.8027  0.2020
H43 1.4511 -2.7256 -1.0594  -0.0250
H44 1.8765 6.1486 3.7935  0.0908
C21 -3.2533 1.5670 1.7283  -0.2556
N2 3.7850 -5.7149 -1.8511  -0.2569
F4 -1.5438 -0.0425 -2.3104  0.0847
H45 -1.8001 -1.6169 3.4694  0.0658
C22 4.5697 -6.5893 -4.6176  -0.2102
H46 3.2086 -3.9185 -4.6430  0.0033
C23 -3.6352 2.6416 -1.8572  -0.0732
N3 -1.7466 1.7013 1.8822  -0.1786
C24 2.4474 -3.9274 -3.8608  -0.2054
H47 2.2248 -3.7971 0.1245  0.0117
H48 -3.3447 -1.3494 1.4521  0.0716
H49 6.9140 -5.2530 -1.6486  0.0189
H50 5.0705 -2.9507 -0.9876  0.0199
H51 2.6895 4.4675 4.0422  0.0931

Cartesian forces (eV/Å) of the 2 atoms listed first:
0.789 0.148 -1.139
0.647 -1.108 0.089

Total charge   0
Gap between HOMO and LUMO   0.1118 Ha
E_tot   -85942.945 eV
HOMO level   -4.46 eV


ORCA calculation (ωB97M-V/def2-TZVPD) on a structure of composition C16H19BN6Pb in a non-equilibrium geometry.

Each line ends with the Löwdin charge.
Geometry (Å):
N1 1.6328 -0.3953 -2.3670  0.0477
H1 2.2051 -2.5911 -0.0682  0.1288
N2 1.2438 -1.1154 -1.2623  0.0985
H2 -1.1069 0.4084 -5.1362  0.1428
C1 0.2222 0.7001 2.7452  -0.1031
H3 1.9896 -2.4026 4.2853  0.1190
C2 0.6511 3.9363 -1.0569  0.0085
C3 2.8264 -0.8480 -2.8144  0.0936
H4 -2.3469 0.5091 1.1759  0.0906
C4 0.0394 2.9700 -0.2124  -0.1211
H5 -2.2135 -2.7885 -0.6389  0.0088
H6 -2.0428 -2.0764 0.9794  0.0204
C5 -1.4995 -2.4480 0.0420  -0.2990
H7 -0.2634 1.5731 2.3155  0.0728
C6 1.0580 -1.5317 2.5106  -0.1146
H8 -0.3590 3.1159 0.7931  0.1088
H9 0.7939 4.9317 -0.8676  0.0778
C7 -1.5327 0.0025 -4.2056  0.0571
C8 3.2538 -1.8606 -1.9319  0.1439
N3 0.6301 1.9262 -2.0386  -0.0481
C9 -2.6648 -0.9883 -2.4597  -0.1034
C10 0.3555 -0.4870 2.0242  -0.1590
N4 0.0140 1.7960 -0.8270  -0.0177
N5 -0.7573 0.0391 -3.0306  0.0067
C11 1.5294 -1.5261 3.8502  -0.0153
H10 1.6776 -0.3527 5.6801  0.1292
H11 -0.8531 -3.2898 0.3223  0.0662
H12 0.5148 1.6349 4.6858  0.1412
Pb1 -1.1800 -0.5917 0.0576  1.3062
H13 1.2521 -2.4513 1.9165  0.1065
C12 0.6998 0.7241 4.0722  -0.0461
N6 -1.4326 -0.5893 -1.9657  -0.1882
C13 -2.7850 -0.6590 -3.8232  0.0042
H14 3.2445 -0.4668 -3.6889  0.1411
C14 1.0137 3.2074 -2.2152  -0.0224
H15 -3.3959 -1.4768 -1.8249  0.1197
H16 -3.6291 -0.8577 -4.5612  0.1424
C15 2.2304 -1.9584 -0.9637  -0.0314
H17 1.1152 1.0361 -4.0384  0.1270
H18 4.1228 -2.4098 -1.9990  0.1205
H19 1.4726 3.5073 -3.1117  0.1176
B1 0.6856 0.6820 -2.9869  -0.4494
C16 1.3439 -0.3568 4.6421  -0.0287

Cartesian forces (eV/Å) of the 2 atoms listed first:
2.634 -0.974 -1.725
-0.079 0.297 -0.670

Total charge   +2
Gap between HOMO and LUMO (spin up / spin down)   0.1926 / 0.1461 Ha
E_tot   -31740.520 eV
HOMO level (spin up / spin down)   -14.85 / -14.77 eV


ORCA calculation (ωB97M-V/def2-TZVPD) on a structure of composition C8H10CuN2O4S in a non-equilibrium geometry.

Each line ends with the Löwdin spin population.
Geometry (Å):
C1 0.0268 -0.6194 0.8093  0.0505
C2 -1.5503 -0.5094 -2.9100  0.0274
H1 -1.9342 -0.9620 0.5606  -0.0005
H2 -0.1886 1.7471 -1.7546  0.0001
N1 -1.2657 -0.4835 1.1875  0.0409
O1 3.4551 0.8030 -2.0723  -0.0019
C3 0.6466 0.5651 2.9130  0.0050
C4 2.3704 0.5248 -2.2471  0.0278
H3 -1.9869 1.0038 2.5128  0.0029
H4 -0.2418 -1.2510 3.5841  0.0000
H5 0.4073 1.6368 2.8382  0.0031
S1 0.4778 -1.5641 -0.5598  0.4746
H6 -0.7475 0.1514 4.5005  0.0003
C5 1.0050 -1.4964 -3.7468  -0.0016
O2 0.3752 1.8014 -5.1755  0.0001
C6 0.3892 1.1458 -4.2278  0.0327
C7 -0.5054 -0.1975 3.4977  0.0022
C8 -1.6623 -0.0451 2.5648  0.0046
Cu1 0.4436 -0.0369 -2.6925  0.2948
N2 0.9488 0.0475 1.5449  0.0413
O3 -2.6305 -0.8052 -3.1015  -0.0018
H7 1.5821 0.4393 3.4669  0.0008
H8 1.9165 -0.0583 1.1964  -0.0005
H9 -0.1636 1.2638 -1.1495  0.0009
O4 1.3511 -2.4236 -4.3542  -0.0048
H10 -2.5189 -0.6774 2.8149  0.0011

Cartesian forces (eV/Å) of the 2 atoms listed first:
-0.798 2.232 2.140
-3.392 -0.744 0.019

Total charge   +2
Gap between HOMO and LUMO (spin up / spin down)   0.3642 / 0.2321 Ha
Multiplicity   2
E_tot   -75084.307 eV
HOMO level (spin up / spin down)   -17.43 / -17.16 eV


ORCA calculation (ωB97M-V/def2-TZVPD) on an isolated molecule of CH2FNO2 in a non-equilibrium geometry.

Each line ends with the natural charge from an NBO analysis.
Geometry (Å):
O1 -1.7799 -0.0470 0.1825  -0.3357
C1 0.3872 0.3767 -0.2535  0.1333
O2 -0.3770 -1.6070 0.5493  -0.3561
F1 1.4680 0.2303 0.5934  -0.3397
N1 -0.7038 -0.4914 0.2344  0.5181
H1 0.8025 0.1654 -1.1606  0.1943
H2 0.2030 1.3731 -0.1455  0.1858

Cartesian forces (eV/Å) of the 2 atoms listed first:
-3.618 1.452 0.037
2.176 -0.423 2.956

Total charge   0
Gap between HOMO and LUMO   0.4364 Ha
E_tot   -9368.221 eV
Energy above the lowest of the compared OMol25 structures with the same formula, charge and spin   190.8 kJ/mol
SMILES   O=[N+]([O-])CF
HOMO level   -11.90 eV


ORCA calculation (ωB97M-V/def2-TZVPD) on a cluster of 2 separate species, C2H7NS2 in total in a non-equilibrium geometry.

Each line ends with the natural charge from an NBO analysis.
Geometry (Å):
H1 -0.7817 -0.7279 -0.7205  0.1209
H2 0.2367 1.0935 1.5453  0.3648
H3 -2.0916 1.4007 2.8017  0.1812
C1 2.2492 -0.7753 -3.4076  -0.4907
H4 3.3407 -1.1708 -3.5411  0.2057
H5 -2.2857 -0.2964 2.4628  0.1972
S1 -1.0473 0.5794 -0.2246  0.1080
C2 -1.4323 0.5169 2.5648  -0.4270
H6 -0.8319 0.2642 3.4221  0.2044
H7 1.8892 0.1095 -4.0164  0.2025
N1 -0.4940 0.4326 1.4369  -0.7510
S2 1.2489 -1.4264 -2.3232  0.0839

Cartesian forces (eV/Å) of the 2 atoms listed first:
-0.262 1.527 0.922
0.743 0.522 0.114

Total charge   0
Gap between HOMO and LUMO   0.3066 Ha
E_tot   -25345.581 eV
Energy above the lowest of the compared OMol25 structures with the same formula, charge and spin   238.0 kJ/mol
SMILES   C=S.CNS
HOMO level   -8.77 eV


ORCA calculation (ωB97M-V/def2-TZVPD) on a cluster of 2 separate species, FNO4S in total in a non-equilibrium geometry.

Each line ends with the natural charge from an NBO analysis.
Geometry (Å):
O1 -1.5779 -1.6505 -1.0832  -0.7904
F1 0.6843 2.4560 0.8147  -0.3354
O2 0.8280 -2.2064 -1.8803  -0.7618
N1 1.1406 2.9395 2.1354  0.5009
O3 -1.1588 -3.8979 -1.8960  -0.7904
S1 -0.6665 -2.5547 -1.6928  2.3428
O4 0.3353 3.5409 2.6783  -0.1657

Cartesian forces (eV/Å) of the 2 atoms listed first:
0.491 0.566 -0.432
-0.286 0.190 0.148

Total charge   0
Gap between HOMO and LUMO   0.3890 Ha
E_tot   -23227.960 eV
Energy above the lowest of the compared OMol25 structures with the same formula, charge and spin   122.2 kJ/mol
SMILES   O=S(=O)=O.O=NF
HOMO level   -12.25 eV


Please write out number 6 again, unchanged.
ORCA calculation (ωB97M-V/def2-TZVPD) on a cluster of 2 separate species, FNO4S in total in a non-equilibrium geometry.

Each line ends with the natural charge from an NBO analysis.
Geometry (Å):
O1 -1.5779 -1.6505 -1.0832  -0.7904
F1 0.6843 2.4560 0.8147  -0.3354
O2 0.8280 -2.2064 -1.8803  -0.7618
N1 1.1406 2.9395 2.1354  0.5009
O3 -1.1588 -3.8979 -1.8960  -0.7904
S1 -0.6665 -2.5547 -1.6928  2.3428
O4 0.3353 3.5409 2.6783  -0.1657

Cartesian forces (eV/Å) of the 2 atoms listed first:
0.491 0.566 -0.432
-0.286 0.190 0.148

Total charge   0
Gap between HOMO and LUMO   0.3890 Ha
E_tot   -23227.960 eV
Energy above the lowest of the compared OMol25 structures with the same formula, charge and spin   122.2 kJ/mol
SMILES   O=S(=O)=O.O=NF
HOMO level   -12.25 eV